Here is C24H24AsF6O8 as an isolated structure from the Open Molecules 2025 dataset. Energies are from wB97M-V/def2-TZVPD.

```
63
Properties=species:S:1:pos:R:3:forces:R:3
As -23.777 31.877 34.638 2.099 0.003 -0.350
F -22.152 31.034 35.028 -2.282 0.995 -0.345
F -23.291 33.211 35.742 -0.793 -1.252 -0.810
F -24.537 30.965 36.036 0.684 1.152 -2.116
F -22.938 32.752 33.307 -0.560 -0.256 1.189
F -25.301 32.715 34.182 1.226 -0.954 0.855
F -24.054 30.657 33.367 -0.412 0.339 1.586
O -30.782 25.973 24.054 -0.911 0.260 -1.221
O -18.700 35.694 38.329 -0.349 1.193 0.175
O -33.112 32.488 35.215 -1.275 0.762 0.127
O -27.121 34.851 29.231 0.044 0.000 -0.712
O -26.959 27.657 27.524 0.472 0.803 0.318
O -28.046 39.870 27.557 -0.642 5.271 -3.015
O -16.877 40.487 40.433 0.683 0.119 1.423
O -33.096 28.776 39.369 -0.240 0.253 -0.545
C -17.673 36.969 40.032 1.151 -0.628 -0.533
C -34.381 30.183 37.834 1.288 0.532 -0.001
C -28.730 28.159 26.052 -1.061 0.893 -0.447
C -27.434 36.398 27.389 1.185 0.566 -0.145
C -17.384 39.340 39.915 0.132 0.206 -0.946
C -31.926 30.871 36.577 -0.570 0.590 0.721
C -33.082 31.550 36.201 -0.654 -2.038 0.268
C -27.400 36.095 28.725 -0.779 -0.614 0.612
C -27.826 38.673 27.943 -1.113 -0.661 4.268
C -27.899 27.248 26.639 0.253 -2.184 -0.430
C -34.341 31.099 36.788 1.819 1.050 -0.707
C -33.145 29.707 38.341 -0.610 0.004 -0.747
C -31.968 30.023 37.688 -0.077 0.194 -0.623
C -29.744 27.757 25.172 1.146 -1.270 -0.437
C -27.756 37.044 29.659 -0.111 1.967 0.310
C -28.017 38.374 29.304 1.147 -2.412 -0.129
C -18.319 36.943 38.810 0.505 -0.301 -0.262
C -27.981 25.868 26.252 0.645 1.624 0.957
C -17.141 38.124 40.516 -0.363 1.179 1.880
C -27.589 37.751 27.023 0.887 -3.179 -1.700
C -28.902 25.471 25.338 0.718 0.254 -0.028
C -18.034 39.329 38.719 -0.269 -0.467 -1.405
C -18.469 38.131 38.107 -0.383 0.919 0.980
C -29.714 26.432 24.759 -1.479 -0.492 0.943
H -16.741 38.188 41.517 0.564 -0.370 0.018
H -35.220 31.550 36.351 -0.254 -0.115 0.160
H -32.481 32.489 34.491 0.455 -0.676 0.495
H -27.421 38.027 25.992 -0.229 0.161 -0.049
H -27.289 34.957 30.170 0.217 -0.599 0.220
H -27.055 35.672 26.685 -0.343 -0.104 -0.204
H -28.058 40.617 28.160 0.127 -0.686 0.521
H -26.807 27.035 28.239 -0.100 -0.220 -0.148
H -30.961 31.054 36.128 -0.019 0.177 -0.215
H -19.630 35.865 38.162 -0.399 -0.835 -0.521
H -28.197 39.098 30.084 -0.169 0.259 -0.225
H -35.319 29.861 38.262 0.005 -0.041 0.037
H -18.071 40.272 38.194 -0.427 0.070 -0.299
H -30.532 28.378 24.774 0.226 0.313 0.059
H -19.030 38.230 37.190 0.171 -0.381 -0.237
H -27.716 36.766 30.702 -0.202 0.013 0.248
H -28.666 29.218 26.249 0.201 -0.002 0.491
H -32.434 28.180 39.011 0.151 -0.517 0.661
H -27.315 25.131 26.677 0.149 0.088 0.244
H -17.321 36.050 40.477 -0.626 -0.268 0.200
H -30.594 25.126 23.643 0.120 -0.031 0.086
H -31.023 29.580 37.964 0.003 -0.172 0.370
H -28.941 24.412 25.127 -0.379 -0.029 -0.389
H -17.044 41.313 39.973 -0.389 -0.456 -0.481
```
Forces are in eV/Å.

* charge: -1
* HOMO energy: -0.2374 hartree



Here is a 2-piece molecular cluster, C35H36N2O3S overall from the Open Molecules 2025 dataset. Energies are from wB97M-V/def2-TZVPD.

```
77
Properties=species:S:1:pos:R:3:forces:R:3
S -1.841 -2.142 -2.962 -0.269 0.661 0.611
O -2.614 -0.067 0.174 0.536 -0.355 0.577
O -3.061 -2.889 -2.710 0.386 -0.341 0.010
O -0.606 -2.831 -3.248 0.359 -0.712 -0.500
N 3.926 -2.582 3.017 0.015 0.681 -0.405
N 0.604 6.063 1.519 0.141 -0.212 0.207
C -1.856 -3.625 -0.290 -0.253 -0.177 0.380
C -2.394 -4.886 -0.005 -0.056 0.259 0.293
C -0.979 5.351 -0.754 -0.393 0.423 -0.329
C 2.050 -2.446 1.493 0.011 0.559 -0.326
C 1.082 3.773 2.038 0.105 -0.030 0.022
C -1.441 -1.467 -5.616 -0.324 -0.009 0.211
C -3.272 -0.779 -7.053 0.177 -0.063 0.272
C -3.566 -0.781 -4.647 0.290 -0.106 -0.194
C -0.258 4.320 0.058 0.213 -0.511 0.157
C 1.496 -0.253 0.540 0.522 0.227 -0.136
C -0.273 2.978 -0.277 0.071 0.068 0.360
C 3.006 -4.658 2.123 0.059 0.123 -0.121
C -2.235 -1.103 -0.410 0.103 0.788 -1.519
C -4.059 -0.510 -5.925 0.225 -0.075 0.069
C 1.080 2.450 1.679 0.094 -0.081 -0.591
C 3.635 -0.589 1.671 0.028 0.329 -0.004
C 0.442 2.002 0.479 0.324 0.431 0.322
C -3.935 -3.859 1.568 0.371 0.055 -0.313
C 1.213 -1.635 0.748 0.099 -0.117 0.121
C -0.073 7.113 0.801 -0.619 0.257 -0.295
C 2.813 0.198 0.900 -0.630 -0.086 0.588
C -3.451 -2.594 1.204 -0.168 -0.347 -0.224
C -3.468 -5.005 0.892 0.137 0.388 0.022
C 0.486 0.637 0.096 0.563 0.111 0.895
C 1.740 -3.877 1.790 -0.464 -0.513 0.111
C 3.234 -1.891 2.068 -0.193 0.052 0.268
C 1.202 6.501 2.760 0.157 0.052 0.307
C -2.277 -1.321 -4.501 -0.016 0.538 -0.497
C 4.885 -1.956 3.901 0.379 0.073 0.035
C 3.733 -3.989 3.268 -0.231 -0.378 0.272
C -0.336 6.735 -0.646 0.272 -0.022 -0.049
C 0.468 4.744 1.214 0.138 0.010 -0.087
C -1.552 -1.003 -1.694 -1.043 -0.760 0.325
C -1.956 -1.227 -6.891 -0.186 0.142 0.023
C -2.494 -2.468 0.185 0.154 -0.127 0.302
H -0.355 0.248 -0.449 -0.033 -0.177 -0.212
H -0.412 -1.809 -5.487 -0.424 -0.082 0.042
H -1.036 7.350 1.293 0.268 0.002 -0.048
H -1.326 -1.422 -7.761 -0.212 0.125 0.208
H -4.684 -3.937 2.360 0.183 -0.061 -0.352
H 1.394 7.574 2.674 0.053 -0.197 0.083
H 0.254 -2.020 0.385 0.348 0.070 0.094
H 3.129 1.207 0.627 -0.081 -0.332 0.007
H -1.976 -5.759 -0.514 -0.161 0.230 0.324
H 4.682 -0.890 4.038 -0.011 -0.220 -0.039
H -0.822 2.642 -1.159 0.101 0.138 0.219
H -5.074 -0.123 -6.040 0.329 -0.122 0.021
H -3.829 -1.680 1.672 0.032 -0.325 -0.285
H -0.930 -3.551 -0.866 -0.567 0.010 -0.229
H 0.541 6.351 3.625 0.059 -0.064 -0.123
H -3.690 -0.651 -8.052 0.154 0.043 0.271
H 4.822 -2.446 4.880 -0.048 0.141 -0.173
H 3.161 -4.102 4.205 0.126 -0.095 -0.144
H 2.770 -5.682 2.406 -0.005 -0.044 -0.082
H 1.055 -3.953 2.648 0.035 0.078 -0.180
H 3.665 -4.680 1.250 -0.024 -0.079 -0.005
H -4.182 -0.604 -3.764 0.156 -0.208 -0.231
H -1.272 -0.038 -2.104 -0.301 0.081 0.124
H -2.030 5.433 -0.432 0.237 -0.158 -0.043
H -0.986 7.496 -1.086 0.089 -0.105 -0.047
H -0.988 5.053 -1.807 -0.122 -0.049 0.142
H 1.597 4.095 2.939 -0.232 -0.267 -0.152
H 1.224 -4.324 0.935 0.013 0.050 0.139
H 4.577 -0.186 2.039 -0.140 -0.152 -0.318
H 1.586 1.728 2.315 -0.274 0.124 -0.051
H -3.931 -5.982 1.074 0.257 0.384 0.009
H 0.613 6.748 -1.194 -0.111 -0.021 0.044
H 5.919 -2.085 3.542 -0.203 0.110 0.038
H 2.152 5.998 2.959 -0.105 0.134 -0.071
H 0.564 8.008 0.863 -0.275 -0.181 -0.121
H 4.723 -4.439 3.427 -0.192 0.014 -0.032
```
Forces are in eV/Å.

* charge: 0
* HOMO energy: -0.2362 hartree



Here is C23H34As2BrCoN4O4 as an isolated structure from the Open Molecules 2025 dataset. Energies are from wB97M-V/def2-TZVPD.

```
69
Properties=species:S:1:pos:R:3:forces:R:3
Br -6.383 -4.191 -1.984 0.014 0.006 0.014
As 1.332 3.271 -1.350 -0.045 -0.038 0.062
As -1.698 1.856 -0.345 0.072 -0.205 0.013
Co -0.455 -0.160 -0.621 -0.146 0.262 -0.121
O -1.445 -0.979 0.712 0.121 -0.006 -0.052
O 0.596 -1.559 -1.270 -0.126 -0.076 0.311
O -2.020 -0.994 -1.348 0.115 0.107 -0.003
O 2.382 -2.752 -0.676 -0.043 -0.002 -0.113
N 4.397 -4.322 3.621 -0.004 -0.017 0.013
N 3.201 -3.676 1.741 -0.022 0.145 -0.027
N 4.954 -5.136 1.542 0.027 0.008 -0.010
N 1.073 0.340 0.479 0.102 -0.016 -0.118
C -5.249 -3.597 -0.605 -0.018 -0.012 -0.015
C -2.771 3.492 -2.421 -0.048 0.011 0.033
C 3.312 -0.711 1.104 0.029 0.071 0.008
C -1.341 2.774 1.319 0.020 0.018 -0.051
C -1.608 5.146 -3.712 -0.022 -0.018 0.017
C 1.726 -1.728 -0.659 0.138 -0.042 -0.058
C -4.191 -2.759 -0.903 0.029 0.004 0.006
C -3.585 -2.729 1.451 -0.007 0.011 -0.006
C -3.570 1.419 -0.194 -0.006 0.044 0.077
C 2.369 3.073 -2.990 -0.035 -0.007 0.001
C -3.365 -2.328 0.135 -0.037 -0.014 0.010
C -5.480 -4.004 0.704 -0.003 0.001 0.012
C 4.173 -4.369 2.305 -0.001 -0.048 0.008
C 1.991 4.997 -0.732 0.003 -0.019 0.007
C -0.389 3.800 -2.110 0.045 -0.027 -0.058
C 2.310 -2.723 2.393 -0.044 -0.086 0.086
C -2.781 4.480 -3.393 0.032 0.022 -0.020
C -0.425 4.801 -3.076 -0.011 -0.018 -0.006
C -1.585 3.161 -1.767 -0.043 -0.010 0.005
C 2.865 -1.300 2.443 -0.011 0.031 0.081
C 2.247 -0.470 0.041 -0.053 0.170 0.101
C -2.265 -1.432 -0.184 -0.109 -0.065 -0.075
C -4.648 -3.569 1.728 -0.003 -0.001 -0.010
H -2.933 -2.381 2.241 0.004 -0.001 0.001
H 1.984 2.231 -3.564 0.015 0.013 -0.001
H 3.410 2.883 -2.732 -0.009 0.002 0.011
H -6.313 -4.659 0.919 0.000 -0.001 -0.002
H -2.029 3.612 1.421 -0.009 -0.013 -0.019
H 0.818 0.136 1.442 0.008 -0.053 0.020
H -3.707 4.731 -3.893 0.001 0.003 -0.005
H 3.832 0.230 1.300 -0.041 0.014 0.019
H 1.372 -2.763 1.838 0.019 -0.005 -0.014
H -3.691 0.780 0.680 -0.013 -0.011 -0.014
H 2.314 3.976 -3.595 0.011 -0.011 0.004
H 5.068 -4.935 4.051 -0.001 -0.002 0.002
H 2.703 0.113 -0.767 0.048 -0.057 -0.002
H 5.698 -5.686 1.934 0.001 0.002 0.003
H -4.151 2.328 -0.047 0.017 -0.006 0.001
H 4.053 -1.369 0.646 0.015 0.025 -0.002
H -3.905 0.891 -1.082 -0.017 0.007 -0.004
H -4.000 -2.446 -1.920 -0.004 0.002 -0.001
H 3.006 4.873 -0.359 0.006 0.011 -0.002
H 1.297 1.337 0.404 -0.050 -0.046 -0.031
H 3.727 -1.268 3.115 0.007 -0.038 -0.019
H -1.609 5.925 -4.462 -0.004 0.003 -0.003
H 2.061 -3.066 3.399 0.021 -0.018 -0.019
H 1.995 5.722 -1.543 -0.009 0.000 -0.011
H 0.486 5.318 -3.351 -0.003 0.006 -0.001
H 2.112 -0.673 2.932 0.010 0.016 -0.033
H -1.496 2.074 2.139 0.007 0.012 0.007
H -3.700 2.994 -2.179 0.030 0.011 -0.007
H 3.788 -3.809 4.233 0.006 0.011 -0.005
H -0.321 3.150 1.334 0.037 0.005 0.019
H -4.839 -3.892 2.742 0.002 0.003 0.002
H 3.141 -3.633 0.723 -0.001 -0.057 -0.028
H 4.795 -5.207 0.551 -0.017 -0.009 0.009
H 1.359 5.364 0.075 0.002 0.001 0.005
```
Forces are in eV/Å.

* charge: +2
* ΔE to the lowest compared entry with this formula, charge and spin: 113.6 kJ/mol
* HOMO energy (alpha / beta): -0.4908 / -0.4908 hartree